{
  "formula": "C3H4N2O",
  "method": "ωB97M-V/def2-TZVPD",
  "elements": ["O", "N", "N", "C", "C", "C", "H", "H", "H", "H"],
  "positions_angstrom": [[-1.522, 1.343, -0.447], [-0.552, -0.957, 0.166], [1.694, -0.105, 0.372], [0.323, -0.001, 0.076], [-0.322, 1.275, -0.224], [-1.769, -1.114, 0.273], [1.896, -0.887, 0.982], [2.280, -0.164, -0.453], [0.326, 2.167, -0.209], [-2.355, -1.557, -0.535]],
  "orbital_gap_ev": [8.297, 8.296],
  "relative_energy_kj_mol": 325.07,
  "homo_energy_ha": [-0.3009, -0.3008]
}